No. 1
This record from the Open Molecules 2025 dataset describes one molecule with the formula C5H6O. The level of theory is ωB97M-V/def2-TZVPD.

Summary:
gap between HOMO and LUMO = 10.3 eV
ΔE to the lowest compared entry with this formula, charge and spin = 44.6 kcal per mole
strongest force on any atom = 0.55 eV Å⁻¹
HOMO level = -9.668 eV

Structure (ORCA input):
```
! RIJCOSX wB97M-V def2-TZVPD def2/J DEFGRID3
* xyz 0 1
C 0.37 -2.14 0.51
C 0.02 -0.88 0.48
C -0.16 0.33 0.02
C -0.55 1.62 0.70
C 0.28 0.24 -1.43
O 1.18 0.89 -1.90
H -0.37 -2.93 0.40
H 1.41 -2.41 0.62
H -0.40 1.57 1.78
H -1.61 1.84 0.51
H 0.03 2.46 0.30
H -0.21 -0.58 -1.99
*
```


No. 2
This record from the Open Molecules 2025 dataset describes a 2-piece molecular cluster, C4H13N2O overall. The level of theory is ωB97M-V/def2-TZVPD.

Summary:
gap between HOMO and LUMO = 7.3 eV
ΔE to the lowest compared entry with this formula, charge and spin = 8.3 kcal per mole
strongest force on any atom = 0.43 eV Å⁻¹
HOMO level = -3.062 eV

Structure (ORCA input):
```
! RIJCOSX wB97M-V def2-TZVPD def2/J DEFGRID3
* xyz -1 1
N 1.07 -2.79 1.14
C 1.20 -1.49 1.84
O 0.50 -0.48 1.31
H 0.07 -2.91 0.97
H 1.45 -2.66 0.20
H 0.92 -1.71 2.90
H 2.31 -1.31 1.86
C 0.54 2.43 -0.31
C -0.71 1.66 -0.72
N -0.35 0.33 -1.17
C -1.53 -0.48 -1.36
H 0.30 3.45 -0.02
H 1.26 2.46 -1.12
H 0.99 1.90 0.53
H -1.25 2.18 -1.52
H -1.37 1.61 0.16
H 0.17 -0.09 -0.38
H -1.25 -1.47 -1.73
H -2.13 -0.60 -0.45
H -2.19 -0.04 -2.12
*
```


No. 3
This record from the Open Molecules 2025 dataset describes a 2-piece molecular cluster, C3H3NO overall. The level of theory is ωB97M-V/def2-TZVPD.

Summary:
gap between HOMO and LUMO = 10.0 eV
ΔE to the lowest compared entry with this formula, charge and spin = 39.7 kcal per mole
strongest force on any atom = 3.52 eV Å⁻¹
HOMO level = -9.095 eV

Structure (ORCA input):
```
! RIJCOSX wB97M-V def2-TZVPD def2/J DEFGRID3
* xyz 0 1
C 0.96 -0.68 -0.58
C 1.94 -0.24 0.13
O 2.84 0.04 0.82
H 0.99 -0.54 -1.70
H 0.08 -1.37 -0.50
C -2.29 0.97 0.63
N -2.01 -0.07 0.26
H -2.51 1.90 0.94
*
```


No. 4
This record from the Open Molecules 2025 dataset describes C26H26N7OSSr as an isolated structure. The level of theory is ωB97M-V/def2-TZVPD.

Summary:
gap between HOMO and LUMO = 6.2 eV
ΔE to the lowest compared entry with this formula, charge and spin = 42.0 kcal per mole
strongest force on any atom = 1.70 eV Å⁻¹
HOMO level = -8.655 eV

Structure (ORCA input):
```
! RIJCOSX wB97M-V def2-TZVPD def2/J DEFGRID3
* xyz 1 1
Sr -1.13 0.07 -0.44
C 1.06 -1.95 3.06
C 0.69 -1.32 1.87
N -0.53 -0.87 1.63
C -1.51 -1.01 2.57
C -1.21 -1.64 3.81
C 0.11 -2.10 4.03
C -2.19 -1.79 4.81
C -3.44 -1.33 4.55
C -3.76 -0.71 3.33
C -2.85 -0.50 2.30
N -3.04 0.11 1.08
C -4.18 0.70 0.59
C -5.43 0.84 1.20
C -6.49 1.56 0.64
C -6.38 2.18 -0.58
C -5.18 2.01 -1.29
C -5.02 2.56 -2.59
C -3.89 2.32 -3.31
C -2.90 1.52 -2.72
N -2.99 1.04 -1.49
C -4.10 1.26 -0.74
H 2.08 -2.29 3.20
H 1.42 -1.17 1.08
H 0.33 -2.58 4.97
H -1.93 -2.27 5.74
H -4.23 -1.44 5.29
H -4.78 -0.38 3.25
H -5.64 0.39 2.15
H -7.42 1.63 1.19
H -7.19 2.76 -1.00
H -5.83 3.15 -3.00
H -3.75 2.71 -4.30
H -2.00 1.27 -3.27
C 6.01 -3.49 -2.06
C 5.57 -2.44 -1.09
C 6.23 -2.13 0.06
C 5.69 -1.13 0.89
N 4.58 -0.49 0.59
C 3.92 -0.77 -0.55
S 2.52 0.01 -1.03
N 4.43 -1.76 -1.36
C 6.36 -0.77 2.18
H 7.01 -3.82 -1.83
H 5.98 -3.11 -3.08
H 5.34 -4.35 -2.00
H 7.15 -2.64 0.32
H 3.91 -1.96 -2.20
H 7.40 -1.08 2.19
H 5.83 -1.25 3.00
H 6.29 0.31 2.33
C 0.73 1.80 -4.66
N 0.95 2.64 -3.50
C 0.61 2.29 -2.25
N 0.92 3.18 -1.27
O 0.00 1.24 -1.99
H 1.63 1.76 -5.27
H -0.09 2.18 -5.28
H 0.49 0.80 -4.32
H 1.39 3.53 -3.66
H 1.61 3.90 -1.42
H 0.84 2.85 -0.33
*
```


No. 5
This record from the Open Molecules 2025 dataset describes C40H38N7O8P2S2Tl as an isolated structure. The level of theory is ωB97M-V/def2-TZVPD.

Summary:
gap between HOMO and LUMO = 5.7 eV
ΔE to the lowest compared entry with this formula, charge and spin = 37.7 kcal per mole
strongest force on any atom = 0.76 eV Å⁻¹
HOMO level = -1.811 eV

Structure (ORCA input):
```
! RIJCOSX wB97M-V def2-TZVPD def2/J DEFGRID3
* xyz -2 1
Tl 0.51 0.37 0.51
C 6.19 0.77 -1.82
C 5.27 0.46 -0.83
C 3.92 0.36 -1.14
C 3.48 0.58 -2.44
C 4.41 0.89 -3.42
C 5.76 0.98 -3.12
N 1.52 -0.79 -2.24
C 0.47 -1.45 -2.84
C 0.72 -2.65 -3.53
C -0.28 -3.32 -4.20
C -1.58 -2.80 -4.23
C -1.85 -1.65 -3.52
C -0.86 -0.99 -2.79
N -1.19 -0.02 -1.80
N -2.37 0.39 -1.86
C -2.78 1.18 -0.73
C -4.15 1.25 -0.54
C -4.62 1.94 0.56
C -3.71 2.54 1.42
C -2.36 2.42 1.13
N -1.90 1.76 0.08
H 7.25 0.86 -1.57
H 5.59 0.31 0.19
H 3.21 0.11 -0.36
H 4.06 1.09 -4.43
H 6.47 1.23 -3.89
H 1.73 -3.02 -3.54
H -0.06 -4.24 -4.71
H -2.37 -3.31 -4.76
H -2.86 -1.25 -3.46
H -4.80 0.73 -1.23
H -5.69 1.98 0.76
H -4.03 3.07 2.30
H -1.61 2.83 1.79
O 1.44 0.35 3.68
P -0.11 0.24 4.20
O -0.15 0.23 5.68
O -0.91 1.28 3.43
O -0.44 -1.22 3.59
P -1.51 -1.79 2.47
O -2.57 -0.59 2.37
O -2.13 -3.02 3.02
O -0.77 -1.94 1.16
H 1.68 1.28 3.61
H -2.14 0.25 2.67
C 0.09 5.44 1.49
N -0.03 4.85 0.18
C -1.15 4.94 -0.63
C -0.91 4.18 -1.71
N 0.34 3.62 -1.57
C 0.91 4.05 -0.40
S 2.46 3.78 0.20
C 0.85 2.63 -2.49
C 0.65 2.88 -3.84
C 1.03 1.81 -4.68
C 1.65 0.71 -4.20
C 1.97 0.57 -2.74
N 1.38 1.59 -1.92
H 0.18 6.53 1.41
H 0.99 5.04 1.95
H -0.79 5.18 2.09
H -2.01 5.51 -0.35
H -1.52 3.93 -2.56
H 0.22 3.80 -4.20
H 0.81 1.87 -5.75
H 1.88 -0.13 -4.85
H 2.33 -1.39 -2.12
O 2.26 -2.15 0.68
S 1.44 -3.38 0.48
C 2.68 -4.65 -0.05
C 3.59 -4.18 -1.14
C 3.60 -4.84 -2.36
C 4.43 -4.42 -3.39
C 5.25 -3.32 -3.21
C 5.25 -2.66 -1.99
C 4.44 -3.09 -0.96
C 1.16 -4.17 2.11
C 2.32 -4.05 3.03
C 2.69 -2.80 3.51
C 3.79 -2.67 4.34
C 4.52 -3.78 4.72
C 4.15 -5.04 4.26
C 3.06 -5.17 3.42
H 2.09 -5.50 -0.39
H 3.24 -4.93 0.84
H 2.95 -5.69 -2.51
H 4.42 -4.95 -4.34
H 5.88 -2.97 -4.02
H 5.88 -1.79 -1.85
H 4.42 -2.56 -0.01
H 0.91 -5.21 1.86
H 0.26 -3.70 2.51
H 2.11 -1.93 3.23
H 4.06 -1.69 4.70
H 5.38 -3.68 5.38
H 4.71 -5.92 4.56
H 2.76 -6.15 3.06
*
```


No. 6
This record from the Open Molecules 2025 dataset describes C38H57Ge2NPPd as an isolated structure. The level of theory is ωB97M-V/def2-TZVPD.

Summary:
gap between HOMO and LUMO (alpha / beta) = 7.6 / 5.6 eV
ΔE to the lowest compared entry with this formula, charge and spin = 9.5 kcal per mole
expectation value of S² = 2.047
strongest force on any atom = 0.97 eV Å⁻¹
HOMO level (alpha / beta) = -10.259 / -10.473 eV

Structure (ORCA input):
```
! RIJCOSX wB97M-V def2-TZVPD def2/J DEFGRID3
* xyz 1 3
Pd 0.13 0.36 0.33
C -1.11 1.73 -3.55
C -1.85 2.42 -2.39
C -2.22 3.86 -2.76
P -0.80 2.29 -0.86
C -1.46 3.54 0.33
C -2.85 3.08 0.76
C -0.48 3.68 1.51
C 0.81 2.98 -1.37
C 1.07 4.33 -1.52
C 2.35 4.79 -1.83
C 2.62 6.25 -2.00
C 3.39 3.86 -1.98
C 3.17 2.52 -1.83
C 1.87 2.03 -1.50
N 1.59 0.74 -1.32
C 2.66 -0.18 -1.19
C 3.36 -0.23 0.03
C 2.99 0.74 1.13
C 4.36 -1.17 0.19
C 4.71 -2.04 -0.84
C 5.83 -3.02 -0.67
C 4.03 -1.94 -2.05
C 3.01 -1.02 -2.25
C 2.35 -0.86 -3.59
H -1.77 1.66 -4.42
H -0.78 0.73 -3.28
H -0.23 2.31 -3.83
H -2.76 1.87 -2.17
H -1.33 4.46 -2.96
H -2.81 4.34 -1.99
H -2.81 3.84 -3.68
H -1.54 4.51 -0.17
H -2.82 2.03 1.06
H -3.58 3.19 -0.04
H -3.21 3.67 1.61
H -0.14 2.70 1.85
H -0.97 4.17 2.35
H 0.39 4.26 1.23
H 0.27 5.05 -1.40
H 1.75 6.86 -1.74
H 2.90 6.48 -3.03
H 3.46 6.56 -1.37
H 4.38 4.21 -2.22
H 3.98 1.81 -1.96
H 3.36 1.74 0.92
H 3.40 0.41 2.08
H 1.88 0.81 1.22
H 4.89 -1.23 1.14
H 5.96 -3.31 0.38
H 6.77 -2.58 -1.01
H 5.66 -3.92 -1.26
H 4.30 -2.61 -2.86
H 2.36 -1.80 -4.15
H 2.88 -0.11 -4.18
H 1.32 -0.51 -3.49
C 0.87 -1.24 4.92
C 1.11 -0.62 3.54
Ge -0.61 -0.21 2.58
C -1.58 1.16 3.69
C -2.48 0.49 4.73
C -1.65 -1.85 2.73
C -1.87 -2.57 1.62
Ge -1.19 -1.67 0.00
C -2.62 -0.80 -1.10
C -3.69 -1.71 -1.70
C 0.19 -2.62 -1.10
C -0.19 -3.99 -1.64
C -2.58 -3.86 1.54
C -2.92 -4.59 2.69
C -3.61 -5.78 2.59
C -3.97 -6.29 1.35
C -3.62 -5.59 0.20
C -2.94 -4.39 0.30
H 1.82 -1.54 5.36
H 0.25 -2.13 4.85
H 0.40 -0.53 5.59
H 1.69 -1.30 2.91
H 1.67 0.31 3.65
H -2.18 1.80 3.05
H -0.83 1.79 4.18
H -3.25 -0.11 4.24
H -2.98 1.24 5.34
H -1.92 -0.16 5.40
H -2.02 -2.18 3.69
H -2.08 -0.29 -1.90
H -3.08 -0.05 -0.46
H -3.26 -2.47 -2.35
H -4.40 -1.13 -2.30
H -4.26 -2.22 -0.92
H 1.08 -2.69 -0.48
H 0.40 -1.93 -1.91
H -0.37 -4.71 -0.84
H 0.63 -4.38 -2.26
H -1.08 -3.95 -2.27
H -2.63 -4.22 3.67
H -3.86 -6.33 3.49
H -4.51 -7.22 1.27
H -3.89 -5.97 -0.77
H -2.67 -3.84 -0.60
*
```


No. 7
This record from the Open Molecules 2025 dataset describes C23H40CdN4O5 as an isolated structure. The level of theory is ωB97M-V/def2-TZVPD.

Summary:
gap between HOMO and LUMO (alpha / beta) = 5.0 / 5.8 eV
ΔE to the lowest compared entry with this formula, charge and spin = 0.0 kcal per mole
strongest force on any atom = 2.08 eV Å⁻¹
HOMO level (alpha / beta) = -4.630 / -5.442 eV

Structure (ORCA input):
```
! RIJCOSX wB97M-V def2-TZVPD def2/J DEFGRID3
* xyz 0 1
O 2.33 1.25 -3.46
H 2.83 1.75 -4.12
Cd -0.32 0.04 -2.03
N -2.27 -0.34 -3.10
N 0.02 -0.45 -4.31
O -3.49 -0.67 -2.45
O 1.19 -0.50 -5.06
C -2.30 -0.73 -4.37
C -1.02 -0.85 -5.03
C -3.56 -1.25 -4.93
C -0.80 -1.45 -6.38
H -4.38 -0.56 -4.73
H -3.78 -2.24 -4.48
H -3.46 -1.38 -6.01
H 0.23 -1.82 -6.45
H -0.95 -0.70 -7.18
H -1.51 -2.27 -6.52
H -3.42 -0.32 -1.54
H 1.82 0.03 -4.50
O -0.61 -2.26 -1.27
H -1.33 -2.69 -1.76
H 0.17 -2.82 -1.44
C 1.21 2.03 -2.96
H 1.15 1.97 -1.86
H 0.29 1.72 -3.50
H 1.36 3.09 -3.19
O -2.64 3.90 -2.40
H -2.92 3.07 -2.84
H -2.32 3.58 -1.53
C -1.21 1.66 5.12
C -2.36 1.84 4.12
C -3.58 1.05 4.61
C -2.72 3.33 4.05
C -1.96 1.35 2.71
C -2.89 1.44 1.67
C -2.49 1.13 0.37
N -1.26 0.63 0.09
C -0.36 0.48 1.09
C -0.68 0.87 2.41
C 0.96 -0.09 0.75
C 1.82 -0.65 1.71
C 3.05 -1.18 1.32
C 3.44 -1.05 -0.03
C 2.56 -0.48 -0.93
N 1.32 -0.12 -0.56
C 3.96 -1.97 2.25
C 4.14 -3.38 1.67
C 5.32 -1.24 2.32
C 3.36 -2.08 3.66
H -1.53 2.03 6.10
H -0.32 2.22 4.81
H -0.94 0.60 5.22
H -3.84 1.41 5.62
H -4.44 1.20 3.96
H -3.36 -0.02 4.67
H -1.88 3.92 3.69
H -3.58 3.50 3.39
H -2.98 3.67 5.06
H -3.93 1.78 1.84
H -3.17 1.30 -0.47
H 0.14 0.82 3.13
H 1.44 -0.67 2.73
H 4.42 -1.41 -0.37
H 2.85 -0.30 -1.97
H 4.58 -3.34 0.66
H 4.80 -3.97 2.31
H 3.17 -3.89 1.60
H 5.17 -0.23 2.72
H 6.00 -1.79 2.99
H 5.78 -1.17 1.33
H 3.23 -1.09 4.11
H 2.39 -2.60 3.62
H 4.04 -2.66 4.30
*
```


No. 8
This record from the Open Molecules 2025 dataset describes C14H29B2F2HgN2O3S as an isolated structure. The level of theory is ωB97M-V/def2-TZVPD.

Summary:
gap between HOMO and LUMO (alpha / beta) = 3.9 / 5.4 eV
ΔE to the lowest compared entry with this formula, charge and spin = 12.6 kcal per mole
expectation value of S² = 0.755
strongest force on any atom = 1.39 eV Å⁻¹
HOMO level (alpha / beta) = 0.590 / -0.895 eV

Structure (ORCA input):
```
! RIJCOSX wB97M-V def2-TZVPD def2/J DEFGRID3
* xyz -2 2
Hg -0.60 -0.15 0.26
C -1.81 -3.44 1.81
C -2.64 -2.88 0.62
C -3.30 -4.09 -0.10
C -3.77 -2.00 1.22
O -1.87 -2.21 -0.27
H -2.45 -3.95 2.53
H -1.31 -2.62 2.31
H -1.06 -4.13 1.44
H -3.95 -4.66 0.58
H -2.52 -4.75 -0.48
H -3.88 -3.73 -0.94
H -4.41 -2.56 1.90
H -4.37 -1.58 0.41
H -3.31 -1.17 1.75
F -1.45 2.70 -1.67
B -2.04 1.73 -0.90
F -3.36 2.05 -0.97
S -0.55 0.41 4.37
C -0.84 1.10 2.80
N 0.11 2.06 2.32
C -0.15 3.44 2.71
C -1.56 3.82 2.27
C -2.55 2.83 2.89
N -2.18 1.48 2.49
H 1.03 1.77 2.62
H 0.59 4.08 2.21
H -0.06 3.58 3.80
H -1.62 3.76 1.19
H -1.80 4.84 2.60
H -3.56 3.04 2.53
H -2.54 2.95 3.99
H -2.81 0.81 2.94
C 4.53 -1.34 -1.74
C 3.13 -0.94 -2.22
C 2.91 -1.52 -3.62
O 2.18 -1.48 -1.32
B 1.67 -0.49 -0.48
O 2.27 0.72 -0.84
C 2.87 0.59 -2.12
C 1.83 1.08 -3.14
C 4.11 1.48 -2.22
H 4.58 -2.42 -1.66
H 4.71 -0.93 -0.74
H 5.30 -0.99 -2.42
H 3.19 -2.58 -3.62
H 3.52 -0.99 -4.35
H 1.87 -1.45 -3.91
H 0.98 0.40 -3.13
H 2.24 1.17 -4.14
H 1.46 2.05 -2.81
H 4.82 1.26 -1.43
H 3.81 2.52 -2.12
H 4.60 1.34 -3.19
*
```